[1]
Below is one molecule with the formula C5H12N2, with properties calculated with ωB97M-V/def2-TZVPD.

Geometry as XYZ:
```
19
Properties=species:S:1:pos:R:3:forces:R:3:lowdin_charge:R:1
C 1.099679 -0.100996 1.437731 0.30 -1.43 -0.80 -0.2557
C 1.392620 0.721605 0.149854 -2.39 2.01 1.33 -0.1861
C 0.126741 0.805154 -0.742830 0.18 -1.41 -1.32 -0.2325
N -2.833768 0.461375 -1.333230 -0.26 0.07 -0.35 0.0242
C -1.910170 -0.590720 -1.252155 0.59 -0.03 -0.27 -0.2282
C -0.586078 -0.498699 -1.072971 -0.28 0.48 1.50 -0.1267
N 2.068047 -1.248652 1.396260 -0.18 -0.17 0.75 -0.0283
H 1.225942 0.315096 2.430708 0.09 1.07 -0.23 0.0931
H 0.037727 -0.436139 1.435157 0.69 -0.02 -0.19 0.1061
H 1.386622 1.810182 0.381443 1.06 -0.53 0.32 0.1030
H 2.323213 0.430479 -0.318192 -0.13 -0.21 -0.14 0.0976
H 0.420067 1.243633 -1.689870 0.17 0.38 -0.28 0.1030
H -0.612984 1.474864 -0.332074 -0.11 0.40 0.49 0.0906
H -3.502756 0.418229 -0.579108 -0.17 0.17 -0.18 0.0787
H -2.502683 1.393004 -1.514905 0.23 0.01 0.28 0.0668
H -2.395713 -1.540536 -1.446061 0.18 -0.25 0.43 0.0977
H -0.055980 -1.370861 -0.720057 0.13 -0.54 -0.92 0.0904
H 1.658922 -2.163140 1.559269 -0.36 0.15 -0.18 0.0539
H 2.660544 -1.123880 2.211022 0.27 -0.13 -0.23 0.0524
```
Positions in Å, forces in eV/Å.

Results
* LUMO level: 1.05 eV
* total charge: 0
* relative energy (zero: lowest compared OMol25 entry of this formula, charge and spin): 43.5 kcal/mol
* E: -8358.24972 eV

***

[2]
Below is C5H12N2 as an isolated structure, with properties calculated with ωB97M-V/def2-TZVPD.

Geometry as XYZ:
```
19
Properties=species:S:1:pos:R:3:forces:R:3:lowdin_charge:R:1
C 0.084881 0.427013 0.593506 -0.41 -0.17 0.08 -0.3003
C 0.766752 1.765626 0.551938 -0.21 -0.06 -0.10 -0.0285
C -0.515931 -1.882400 -0.283716 -0.05 0.07 0.01 -0.0810
C 0.132139 -0.527277 -0.496949 1.67 -0.57 0.35 -0.5439
N -0.354869 0.054184 1.805283 0.03 0.12 -0.56 0.1805
N -1.392436 0.409014 -1.087796 0.00 0.47 0.39 0.0221
C 1.314599 -0.510035 -1.240429 -0.76 -0.08 0.10 -0.0251
H -0.807439 -0.837811 1.928075 0.21 0.01 0.02 0.1052
H -0.170937 0.616436 2.620886 -0.28 0.09 -0.18 0.1200
H -2.236294 0.594760 -0.542649 0.00 0.07 -0.07 0.0078
H -1.079963 1.267169 -1.533412 -0.12 0.05 -0.01 0.0055
H 1.688931 1.734378 1.136812 -0.03 -0.09 -0.02 0.0968
H 0.110160 2.526105 0.979723 0.04 -0.06 0.03 0.0897
H 1.008506 2.055137 -0.464418 -0.01 -0.06 0.01 0.0758
H -1.490770 -1.830623 0.206760 0.00 0.11 0.02 0.0668
H -0.707271 -2.320855 -1.260697 0.10 -0.02 0.01 0.0841
H 0.142404 -2.543912 0.285071 -0.02 0.04 -0.05 0.0839
H 1.943962 0.360495 -1.335023 0.00 0.06 0.09 0.0128
H 1.563575 -1.357405 -1.862966 -0.15 0.03 -0.14 0.0276
```
Positions in Å, forces in eV/Å.

Results
* LUMO level: 0.62 eV
* total charge: 0
* relative energy (zero: lowest compared OMol25 entry of this formula, charge and spin): 88.3 kcal/mol
* E: -8356.30857 eV

***

[3]
Below is one molecule with the formula C5H12N2, with properties calculated with ωB97M-V/def2-TZVPD.

Geometry as XYZ:
```
19
Properties=species:S:1:pos:R:3:forces:R:3:lowdin_charge:R:1
N -1.176247 -0.775169 -0.064686 0.24 -0.25 0.19 -0.0375
C -1.179560 -0.786189 -1.530962 -0.46 0.03 0.56 -0.2108
C -0.101248 0.219946 -1.907913 -0.17 0.54 -0.11 -0.1764
C 0.739408 0.369964 -0.636364 0.18 0.02 -0.63 -0.1621
C -0.274878 0.228274 0.482230 -0.23 -0.33 0.28 -0.3828
C 0.351644 -0.297226 1.769113 0.73 0.59 0.11 -0.2520
N 1.379094 0.575332 2.371043 -0.35 0.00 -0.11 -0.0044
H -2.043206 -0.878395 0.434497 -0.17 0.06 -0.29 0.1104
H -2.160542 -0.517418 -1.931428 0.03 0.04 -0.13 0.1051
H -0.946488 -1.788402 -1.877898 0.09 -0.18 -0.21 0.0988
H 0.449684 -0.070759 -2.799196 0.19 -0.08 0.06 0.1045
H -0.551656 1.194765 -2.131661 -0.05 -0.14 0.01 0.1089
H 1.321375 1.287930 -0.658028 -0.08 0.15 0.22 0.1095
H 1.450747 -0.454695 -0.572750 0.05 -0.14 0.10 0.1179
H -0.811133 1.160212 0.719647 0.23 0.25 -0.22 0.1414
H 0.846417 -1.231714 1.512376 -0.19 -0.27 0.17 0.1098
H -0.409313 -0.461752 2.531836 -0.06 -0.22 -0.06 0.1082
H 0.982934 1.486541 2.575842 0.01 -0.01 0.05 0.0588
H 2.132967 0.738754 1.714302 0.01 -0.06 -0.02 0.0524
```
Positions in Å, forces in eV/Å.

Results
* LUMO level: 1.12 eV
* total charge: 0
* relative energy (zero: lowest compared OMol25 entry of this formula, charge and spin): 12.1 kcal/mol
* E: -8359.61362 eV

***

[4]
Below is one molecule with the formula C5H12N2, with properties calculated with ωB97M-V/def2-TZVPD.

Geometry as XYZ:
```
19
Properties=species:S:1:pos:R:3:forces:R:3:lowdin_charge:R:1
C 0.432404 1.976890 -0.176534 0.24 -0.20 -0.13 -0.2672
C 1.123646 0.673592 -0.653340 0.22 -0.45 0.34 -0.1733
C 0.369161 -0.567246 -0.241570 -0.23 0.58 0.07 -0.3420
C -0.791414 -0.812629 -0.830018 -1.07 -1.00 0.42 -0.1727
N -1.672958 -1.856207 -0.379495 1.05 -0.09 -0.16 0.0308
C 0.880181 -1.330291 0.947884 1.37 0.29 -0.82 -0.0561
N -0.352621 1.917684 1.051513 0.91 0.67 -0.04 0.0114
H 1.178806 2.738293 -0.035688 0.41 0.42 -0.13 0.0917
H -0.216055 2.312172 -0.987059 -0.16 0.12 0.17 0.1053
H 1.221014 0.623014 -1.727795 -0.03 0.47 -0.47 0.0998
H 2.155971 0.626530 -0.292853 -0.08 -0.02 0.20 0.1047
H -1.243011 -0.214630 -1.611062 0.35 0.25 -0.10 0.1184
H -2.193519 -2.252124 -1.142649 -0.35 0.11 -0.31 0.0621
H -1.071005 -2.614722 -0.070633 -0.33 -0.05 0.31 0.0627
H 1.482922 -0.626362 1.527287 -0.47 -0.03 0.53 0.0730
H 1.675280 -2.017458 0.622606 -0.30 -0.29 -0.05 0.0866
H 0.157784 -1.875046 1.531737 -0.29 0.04 0.28 0.0673
H -1.123864 1.348657 0.853975 -1.52 -0.94 -0.08 0.0331
H 0.130896 1.446097 1.805409 0.28 0.11 -0.02 0.0643
```
Positions in Å, forces in eV/Å.

Results
* LUMO level: 0.97 eV
* total charge: 0
* relative energy (zero: lowest compared OMol25 entry of this formula, charge and spin): 26.0 kcal/mol
* E: -8359.01000 eV

***

[5]
Below is a 2-piece molecular cluster, C5H12N2 overall, with properties calculated with ωB97M-V/def2-TZVPD.

Geometry as XYZ:
```
19
Properties=species:S:1:pos:R:3:forces:R:3:lowdin_charge:R:1
C -1.140633 2.362725 1.090939 1.18 0.18 0.37 -0.1265
C -1.536491 1.009265 0.587835 0.60 -0.95 -0.67 -0.3604
N -1.141065 0.835623 -0.825876 -0.27 -1.10 -0.41 -0.0313
H -1.520458 3.219460 0.529991 -0.12 -0.29 -0.23 0.0705
H -1.526544 2.445306 2.097967 0.13 0.27 0.44 0.0632
H -0.028821 2.421935 1.100280 -0.72 0.19 0.11 0.0763
H -0.981560 0.199627 1.114928 -0.37 0.71 0.04 0.1083
H -2.592076 0.863347 0.805463 -0.33 -0.27 -0.27 0.0926
H -1.015659 -0.178446 -1.065962 -0.40 1.43 0.30 0.0627
H -1.826441 1.233760 -1.471706 0.27 -0.22 0.28 0.0667
C 1.916559 -2.189508 -0.015385 0.03 -1.54 -0.69 -0.2801
C 0.770330 -2.877076 -0.201433 -0.71 2.12 -0.11 -0.0114
C 1.760023 -0.049671 -0.766798 1.36 -0.42 1.03 -0.0540
N 2.066850 -0.813094 0.228797 -1.52 0.51 -0.84 -0.0179
H 2.815798 -2.820710 -0.083328 0.00 0.68 0.16 0.1003
H -0.236072 -2.379335 -0.113056 1.16 -0.45 -0.09 0.0550
H 0.759924 -3.868046 -0.610781 0.23 -0.46 0.41 0.0343
H 1.659329 1.037321 -0.608157 0.21 -0.64 -0.15 0.0655
H 1.797005 -0.452480 -1.793718 -0.75 0.22 0.30 0.0863
```
Positions in Å, forces in eV/Å.

Results
* LUMO level: 1.06 eV
* total charge: 0
* relative energy (zero: lowest compared OMol25 entry of this formula, charge and spin): 56.3 kcal/mol
* E: -8357.69690 eV

***

[6]
Below is one molecule with the formula C5H12N2, with properties calculated with ωB97M-V/def2-TZVPD.

Geometry as XYZ:
```
19
Properties=species:S:1:pos:R:3:forces:R:3:lowdin_charge:R:1
C 0.255917 -0.300460 0.410767 1.83 -0.09 -2.60 -0.3892
C -1.313864 0.745339 2.012730 0.43 -0.03 -2.57 -0.0577
C -0.254926 -1.739506 0.344541 0.49 0.10 0.21 -0.0678
C 0.627038 1.127983 -1.899393 -0.12 0.11 0.19 -0.0584
N -0.733956 0.702093 0.530724 -1.81 0.79 3.17 -0.0904
C 1.107969 0.044344 -0.979998 -0.68 -0.59 1.42 -0.3543
N 2.141253 -0.642116 -1.173819 0.52 -0.84 0.22 0.1177
H -1.510869 0.487858 -0.090278 -0.01 0.08 0.16 0.0959
H 0.982129 -0.201617 1.222229 -0.02 0.05 -0.10 0.1318
H 2.643047 -0.468402 -2.047717 -0.29 0.34 0.14 0.0507
H -1.998710 1.589579 2.033368 0.04 0.02 0.16 0.0608
H -0.490843 0.903879 2.706990 0.03 0.04 -0.16 0.0680
H -1.861024 -0.164212 2.285763 0.16 0.06 -0.08 0.0594
H -0.739997 -2.021467 1.277697 -0.24 0.08 0.02 0.0639
H 0.585354 -2.420396 0.229865 0.04 -0.04 -0.22 0.0689
H -0.943570 -1.864304 -0.490177 -0.08 -0.07 -0.03 0.0784
H -0.369122 0.898553 -2.276007 -0.14 0.11 0.03 0.0742
H 0.581123 2.063465 -1.343334 -0.19 0.05 -0.05 0.0751
H 1.293050 1.259389 -2.753949 0.04 -0.16 0.10 0.0731
```
Positions in Å, forces in eV/Å.

Results
* LUMO level: 1.03 eV
* total charge: 0
* relative energy (zero: lowest compared OMol25 entry of this formula, charge and spin): 29.5 kcal/mol
* E: -8358.85544 eV